C3H5NO3 | ωB97M-V with the def2-TZVPD basis set

Each line ends with the Löwdin charge.
Atoms and positions in Å:
C1 -1.2014 0.4793 0.9565  -0.03
N1 1.4390 -0.7454 -0.7207  0.15
C2 1.2553 -0.3899 0.4995  -0.47
C3 -0.1165 0.1497 -1.3999  -0.28
O1 -0.0268 0.6502 0.1447  -0.16
O2 1.5560 -0.4699 1.6389  0.15
O3 -1.0400 -0.5186 -1.7178  0.09
H1 2.1630 -1.4205 -0.9315  0.12
H2 0.4025 0.9306 -1.9498  0.14
H3 -0.8590 0.3754 1.9850  0.10
H4 -1.7508 -0.4091 0.6427  0.10
H5 -1.8213 1.3682 0.8523  0.10

Summary:
HOMO level, eV: -10.52
E_tot, eV: -10822.6650

=====

C6H8CuLiO6 | ωB97M-V with the def2-TZVPD basis set

Each line ends with the Löwdin charge.
Atoms and positions in Å:
O1 1.2656 -1.0390 -2.0934  -0.24
C1 0.9481 -0.5244 0.0237  -0.41
C2 2.4288 -0.2861 -2.2498  -0.37
O2 0.7574 -1.5719 0.6572  -0.01
O3 2.2317 -0.0431 0.1396  -0.03
C3 3.1696 -0.2963 -0.8995  -0.17
Li1 -4.3299 -0.5388 -0.2518  0.86
H1 2.1932 0.7765 -2.4763  0.10
H2 3.0765 -0.6818 -3.0508  0.10
H3 3.9275 0.4969 -0.8498  0.12
H4 3.6191 -1.2809 -0.7365  0.11
O4 -0.0517 1.4944 -0.7714  0.09
C4 -0.1859 0.5864 0.0740  -0.35
C5 -2.6338 0.0910 1.2949  -0.39
O5 -2.0281 -0.5060 0.1824  -0.31
O6 -0.3723 1.0896 1.3829  -0.01
C6 -1.7323 1.2192 1.7397  -0.17
Cu1 -1.7079 -2.4864 0.8903  0.66
H5 -3.0991 -0.6003 2.0123  0.10
H6 -3.5586 0.6045 0.9681  0.05
H7 -1.8126 1.3992 2.8211  0.14
H8 -2.1052 2.0973 1.1929  0.13

Summary:
HOMO level, eV: -6.22
E_tot, eV: -63474.2269

=====

Number 1: largest force on an atom 0.0081 Eh/bohr, Kohn-Sham gap 11.36 eV. Number 2: largest force on an atom 0.1452 Eh/bohr, Kohn-Sham gap 3.59 eV.